[1]
The following is a DFT calculation (wB97M-V/def2-TZVPD) of C20H37CoN8OS2 as an isolated structure.

The molecular weight is 528.638 g mol⁻¹. The value obtained for the HOMO energy (spin up / spin down) is -13.76 / -13.76 eV. As for the calculated total energy: -94593.6128 eV.

The geometry in ORCA input format:
```
! RIJCOSX wB97M-V def2-TZVPD def2/J DEFGRID3
* xyz 2 1
Co 0.345 0.006 0.011
C -0.035 3.295 -2.503
C 0.103 2.341 -1.370
N -0.034 1.066 -1.493
N -0.359 0.562 -2.713
C -0.402 -0.742 -2.714
N -0.693 -1.360 -3.866
S -0.088 -1.721 -1.321
C 0.376 2.775 0.003
C 0.428 4.100 0.396
C 0.638 4.391 1.737
C 0.785 3.352 2.640
C 0.724 2.051 2.171
N 0.536 1.770 0.885
H 0.190 2.793 -3.439
H 0.630 4.147 -2.376
H -1.059 3.675 -2.563
H -0.794 -0.814 -4.707
H -0.649 -2.361 -3.937
H 0.297 4.891 -0.327
H 0.680 5.419 2.070
H 0.937 3.536 3.693
H 0.823 1.205 2.838
C -4.836 -2.219 -0.020
N -3.440 -1.848 0.234
C -2.725 -2.782 1.102
C -2.934 -0.674 -0.128
S -1.737 0.057 0.912
N -3.430 -0.039 -1.193
C -3.965 -0.758 -2.350
C -3.387 1.411 -1.355
H -5.235 -2.641 0.902
H -4.923 -2.964 -0.809
H -5.417 -1.338 -0.276
H -2.976 -3.794 0.786
H -3.030 -2.647 2.141
H -1.654 -2.632 1.009
H -3.631 -1.791 -2.331
H -3.562 -0.278 -3.242
H -5.053 -0.720 -2.397
H -3.268 1.894 -0.391
H -4.335 1.722 -1.794
H -2.582 1.696 -2.032
C 2.930 -3.282 3.209
N 1.592 -2.678 3.255
C 0.694 -3.043 4.358
C 1.197 -1.872 2.321
N 0.843 -1.148 1.491
H 3.476 -3.022 4.114
H 3.469 -2.910 2.341
H 2.838 -4.365 3.137
H 1.154 -2.767 5.306
H 0.515 -4.117 4.341
H -0.250 -2.516 4.249
C 3.771 2.003 0.717
C 3.239 0.589 0.809
O 2.457 0.216 -0.357
C 3.390 -0.288 -1.363
C 2.844 -0.333 -2.762
H 4.293 2.254 1.642
H 2.962 2.719 0.578
H 4.479 2.124 -0.102
H 2.609 0.464 1.679
H 4.059 -0.128 0.899
H 3.735 -1.272 -1.033
H 4.243 0.391 -1.342
H 2.061 -1.071 -2.864
H 3.659 -0.622 -3.426
H 2.481 0.644 -3.082
*
```

[2]
The following is a DFT calculation (wB97M-V/def2-TZVPD) of C40H61As3FN4OPSe2SiTi as an isolated structure.

The molecular weight is 1122.566 g mol⁻¹. The value obtained for the HOMO energy (spin up / spin down) is -0.62 / -0.62 eV. For the energy above the lowest of the compared OMol25 structures with the same formula, charge and spin, the calculation gives 279.26 kJ/mol. As for the calculated total energy: -406689.0202 eV.

The geometry in ORCA input format:
```
! RIJCOSX wB97M-V def2-TZVPD def2/J DEFGRID3
* xyz -2 1
Ti 1.018 -1.442 -0.409
C 0.203 4.293 1.555
As -0.275 2.423 1.997
C -2.000 2.964 2.786
C 0.713 2.360 3.736
C 2.044 1.586 3.759
C 2.829 1.831 2.462
C 1.807 0.076 3.924
As 0.807 -0.883 2.447
C -0.933 -0.833 3.359
C 1.186 -2.704 3.073
C 2.964 2.092 4.889
As 2.484 2.331 6.811
C 2.100 4.268 6.717
C 0.607 1.787 7.083
H -0.020 4.956 2.394
H -0.410 4.584 0.702
H 1.253 4.393 1.282
H -1.851 3.671 3.607
H -2.567 2.105 3.144
H -2.575 3.443 1.993
H 0.034 1.904 4.459
H 0.888 3.395 4.051
H 2.269 1.454 1.608
H 3.794 1.320 2.491
H 2.998 2.901 2.314
H 1.274 -0.108 4.864
H 2.777 -0.424 4.017
H -0.814 -1.149 4.398
H -1.602 -1.519 2.841
H -1.381 0.159 3.327
H 1.273 -2.742 4.162
H 2.088 -3.119 2.624
H 0.353 -3.335 2.763
H 3.346 3.081 4.610
H 3.839 1.432 4.905
H 2.990 4.812 6.402
H 1.797 4.645 7.695
H 1.300 4.466 6.005
H 0.472 0.725 6.887
H -0.081 2.359 6.466
H 0.366 1.970 8.131
Se -2.181 2.528 -1.299
P -2.548 0.386 -0.977
Se -1.295 -2.206 0.164
C -4.221 0.333 -0.167
C -4.571 -0.773 0.606
C -5.835 -0.872 1.170
C -6.769 0.133 0.966
C -6.434 1.232 0.186
C -5.170 1.333 -0.373
C -3.225 -0.241 -2.590
C -3.358 -1.621 -2.759
C -3.919 -2.137 -3.916
C -4.368 -1.286 -4.917
C -4.240 0.086 -4.755
C -3.665 0.606 -3.603
H -3.835 -1.552 0.755
H -6.093 -1.745 1.759
H -7.757 0.052 1.405
H -7.166 2.011 -0.001
H -4.913 2.198 -0.973
H -3.005 -2.281 -1.976
H -4.018 -3.211 -4.033
H -4.813 -1.693 -5.818
H -4.600 0.762 -5.523
H -3.557 1.678 -3.490
C 6.174 -0.947 -0.481
Si 4.436 -1.649 -0.079
C 4.613 -3.446 -0.666
C 4.504 -1.689 1.834
N 3.047 -0.792 -0.611
C 3.023 0.513 -1.012
C 4.091 1.244 -1.574
C 3.979 2.589 -1.879
C 2.795 3.283 -1.675
C 1.697 2.591 -1.182
C 1.840 1.263 -0.882
F 0.720 0.582 -0.412
H 6.923 -1.556 0.028
H 6.300 0.080 -0.137
H 6.401 -0.981 -1.548
H 5.585 -3.825 -0.347
H 4.550 -3.553 -1.749
H 3.849 -4.086 -0.230
H 4.631 -2.704 2.215
H 3.577 -1.294 2.242
H 5.327 -1.086 2.224
H 5.006 0.718 -1.793
H 4.837 3.104 -2.298
H 2.707 4.332 -1.922
H 0.724 3.050 -1.066
N 1.821 -4.244 -2.177
C 1.426 -4.286 -0.860
O 1.467 -3.204 -0.194
C 1.104 -5.542 -0.322
C 1.126 -6.673 -1.156
N 1.149 -7.589 -1.861
C 0.699 -5.731 1.014
N 0.399 -5.954 2.106
H 1.418 -4.931 -2.794
H 1.884 -3.303 -2.541
C 1.197 0.550 -4.004
C 1.222 -0.957 -3.725
C 0.604 -1.666 -4.940
C 0.421 -1.325 -2.455
H 1.491 0.759 -5.037
H 1.867 1.095 -3.345
H 0.189 0.945 -3.856
H 2.275 -1.273 -3.638
H -0.437 -1.350 -5.044
H 0.631 -2.752 -4.821
H 1.139 -1.415 -5.861
H -0.087 -2.282 -2.636
H -0.403 -0.597 -2.390
*
```

[3]
The following is a DFT calculation (wB97M-V/def2-TZVPD) of one molecule with the formula C6H4O.

As for the SMILES: C#Cc1ccco1. The molecular weight is 92.097 g mol⁻¹. The value obtained for the HOMO energy is -8.56 eV. For the energy above the lowest of the compared OMol25 structures with the same formula, charge and spin, the calculation gives 91.23 kJ/mol. As for the calculated total energy: -8331.4946 eV.

The geometry in ORCA input format:
```
! RIJCOSX wB97M-V def2-TZVPD def2/J DEFGRID3
* xyz 0 1
C 2.990 -0.223 -0.001
C 1.841 0.142 -0.004
C 0.421 0.181 -0.033
C -0.576 1.095 0.142
C -1.801 0.359 0.069
C -1.452 -0.933 -0.160
O -0.115 -1.061 -0.231
H 3.985 -0.606 -0.002
H -0.474 2.160 0.303
H -2.807 0.735 0.197
H -2.011 -1.849 -0.279
*
```

[4]
The following is a DFT calculation (wB97M-V/def2-TZVPD) of one molecule with the formula CHF3O2S.

As for the SMILES: O=[SH](=O)C(F)(F)F. The molecular weight is 134.078 g mol⁻¹. The value obtained for the HOMO energy is -11.44 eV. For the energy above the lowest of the compared OMol25 structures with the same formula, charge and spin, the calculation gives 168.03 kJ/mol. As for the calculated total energy: -24133.7896 eV.

The geometry in ORCA input format:
```
! RIJCOSX wB97M-V def2-TZVPD def2/J DEFGRID3
* xyz 0 1
C -2.084 -0.045 0.091
O -0.363 -2.135 -1.002
O 0.198 -1.064 1.140
F -3.011 -0.913 0.091
F -2.059 0.714 -1.046
F -2.133 0.810 1.117
S -0.294 -0.918 -0.213
H 0.519 0.049 -0.739
*
```

[5]
The following is a DFT calculation (wB97M-V/def2-TZVPD) of a 23-piece molecular cluster, C3H51O23 overall.

The molecular weight is 455.418 g mol⁻¹. The value obtained for the HOMO energy is -5.76 eV. For the energy above the lowest of the compared OMol25 structures with the same formula, charge and spin, the calculation gives 121.22 kJ/mol. As for the calculated total energy: -51034.3822 eV.

The geometry in ORCA input format:
```
! RIJCOSX wB97M-V def2-TZVPD def2/J DEFGRID3
* xyz -1 1
C 0.530 -0.347 1.318
C -0.030 0.638 0.223
C -0.412 -0.089 -1.001
O -1.178 1.308 0.761
H 1.416 -0.823 1.059
H -0.216 -1.188 1.495
H 0.689 0.255 2.200
H 0.685 1.408 0.001
H -1.122 -0.929 -0.817
H 0.531 -0.586 -1.328
H -0.755 0.767 -1.760
O 2.442 1.370 3.122
H 2.254 2.137 2.557
H 3.393 1.365 3.134
O 1.401 -3.744 2.169
H 0.844 -3.563 1.477
H 1.783 -4.619 2.119
O 2.133 3.241 0.670
H 3.088 3.335 0.835
H 1.963 3.165 -0.260
O -0.586 3.560 -0.828
H -0.563 2.748 -0.283
H -0.095 3.357 -1.619
O -2.418 -2.797 1.909
H -3.223 -2.883 1.332
H -2.781 -2.605 2.788
O -2.993 2.803 -1.911
H -2.067 2.949 -1.536
H -3.529 3.294 -1.280
O 2.535 -1.266 3.791
H 1.591 -1.419 3.750
H 2.581 -0.317 3.795
O -3.334 0.148 -1.834
H -3.212 0.061 -0.863
H -3.272 1.117 -1.959
O -0.213 -3.536 0.041
H -1.147 -3.453 0.016
H 0.139 -3.386 -0.853
O -0.891 3.451 2.553
H -0.026 3.781 2.423
H -0.893 2.652 2.001
O -1.316 -1.237 -3.436
H -1.409 -1.022 -4.392
H -2.083 -0.985 -2.943
O 3.492 -2.118 0.495
H 2.651 -2.402 0.923
H 3.987 -2.880 0.275
O -1.542 0.604 3.345
H -0.942 -0.090 3.503
H -1.374 0.769 2.416
O -1.453 2.208 -4.390
H -1.192 1.305 -4.360
H -2.214 2.152 -3.772
O 0.717 0.374 -3.745
H 1.385 -0.175 -4.170
H 0.107 -0.186 -3.284
O -0.307 -2.244 4.080
H -0.083 -2.752 4.871
H -0.250 -2.818 3.332
O 1.608 2.613 -2.354
H 1.912 3.322 -2.980
H 1.213 1.908 -2.805
O -2.983 -0.414 0.782
H -2.167 0.167 0.815
H -2.584 -1.107 1.300
O 3.643 0.511 0.068
H 3.011 0.804 0.739
H 3.712 -0.454 0.098
O -3.409 2.674 0.853
H -3.636 2.586 1.737
H -2.590 2.246 0.681
O 2.964 -1.763 -2.624
H 3.018 -1.394 -3.528
H 2.038 -2.036 -2.562
O 0.588 -3.086 -2.508
H -0.099 -2.529 -2.923
H 0.507 -3.935 -2.952
*
```

[6]
The following is a DFT calculation (wB97M-V/def2-TZVPD) of a 3-piece molecular cluster, C18H45BN5O5 overall.

The molecular weight is 422.400 g mol⁻¹. The value obtained for the HOMO energy is -10.55 eV. As for the calculated total energy: -37751.6723 eV.

The geometry in ORCA input format:
```
! RIJCOSX wB97M-V def2-TZVPD def2/J DEFGRID3
* xyz 1 1
C -3.992 -0.246 2.297
N -3.727 -1.210 1.207
C -4.932 -1.459 0.409
B -2.569 -0.840 0.413
O -2.402 0.446 -0.070
C -1.424 -1.921 0.113
C -0.390 -2.094 1.260
C -0.333 -3.555 1.471
N -1.200 -4.187 0.787
N -1.385 -5.566 0.878
C -1.990 -3.328 -0.125
H -4.186 -0.784 3.227
H -3.141 0.420 2.459
H -4.870 0.370 2.083
H -5.226 -0.591 -0.196
H -5.761 -1.705 1.074
H -4.796 -2.315 -0.259
H -2.359 0.503 -1.034
H -0.860 -1.547 -0.743
H -0.736 -1.685 2.220
H 0.593 -1.666 1.054
H 0.336 -4.084 2.140
H -1.952 -5.769 1.698
H -1.907 -5.864 0.060
H -1.808 -3.673 -1.145
H -3.040 -3.454 0.143
C 3.823 -2.579 -5.607
O 4.150 -1.334 -5.026
C 3.520 -0.212 -5.630
C 2.527 0.420 -4.680
N 1.388 -0.459 -4.454
C 0.489 -0.032 -3.396
C 1.032 0.062 -1.975
O 1.367 -1.192 -1.393
C 2.664 -1.680 -1.712
H 4.483 -3.323 -5.165
H 2.783 -2.871 -5.415
H 3.983 -2.569 -6.689
H 3.033 -0.501 -6.565
H 4.295 0.522 -5.864
H 2.171 1.361 -5.110
H 3.069 0.663 -3.756
H 1.728 -1.390 -4.250
H -0.356 -0.730 -3.384
H 0.084 0.950 -3.664
H 0.237 0.480 -1.348
H 1.883 0.746 -1.894
H 3.375 -0.863 -1.849
H 2.660 -2.303 -2.610
H 2.997 -2.296 -0.876
C 1.451 0.576 3.696
O 1.272 1.162 2.424
C -0.067 1.189 1.954
C -0.652 2.583 1.947
N -0.872 3.060 3.302
C -1.272 4.460 3.405
C -0.298 5.522 2.912
O 0.876 5.636 3.690
C 1.927 4.756 3.353
H 2.522 0.479 3.858
H 1.027 1.183 4.502
H 0.996 -0.422 3.745
H -0.698 0.526 2.562
H -0.056 0.814 0.929
H -1.612 2.549 1.423
H 0.022 3.224 1.362
H -0.029 2.921 3.844
H -1.478 4.664 4.458
H -2.218 4.587 2.867
H -0.804 6.487 2.993
H -0.037 5.388 1.854
H 1.947 4.545 2.279
H 1.867 3.807 3.898
H 2.862 5.241 3.630
*
```

[7]
The following is a DFT calculation (wB97M-V/def2-TZVPD) of C22H39BN5O3PtS3 as an isolated structure.

The molecular weight is 723.677 g mol⁻¹. The value obtained for the HOMO energy is -10.18 eV. For the energy above the lowest of the compared OMol25 structures with the same formula, charge and spin, the calculation gives 41.12 kJ/mol. As for the calculated total energy: -73466.6736 eV.

The geometry in ORCA input format:
```
! RIJCOSX wB97M-V def2-TZVPD def2/J DEFGRID3
* xyz 1 1
Pt 0.046 0.310 -0.493
C -0.400 2.027 3.215
S -0.400 0.315 2.647
O 0.880 0.166 1.874
C -0.147 -0.471 4.231
C -1.258 -0.771 5.006
C -1.073 -1.381 6.238
C 0.208 -1.699 6.669
C 1.308 -1.412 5.871
C 1.135 -0.794 4.642
H 0.536 2.230 3.733
H -1.248 2.177 3.883
H -0.505 2.645 2.323
H -2.255 -0.540 4.650
H -1.929 -1.617 6.856
H 0.348 -2.183 7.626
H 2.303 -1.674 6.206
H 1.974 -0.573 3.994
C -3.684 -2.552 -0.336
C -2.278 -3.109 -0.521
C -2.131 -4.429 0.210
O -1.365 -2.150 0.067
B -0.929 -1.316 -0.929
O -1.274 -1.792 -2.187
C -1.827 -3.135 -2.010
C -2.944 -3.326 -3.016
C -0.697 -4.117 -2.270
H -3.858 -2.394 0.728
H -4.442 -3.240 -0.712
H -3.799 -1.593 -0.846
H -2.475 -4.313 1.237
H -1.094 -4.757 0.232
H -2.737 -5.203 -0.265
H -3.703 -2.551 -2.925
H -3.424 -4.296 -2.876
H -2.535 -3.300 -4.026
H 0.134 -3.950 -1.584
H -0.339 -3.992 -3.292
H -1.039 -5.146 -2.155
C -4.331 4.813 0.396
C -2.846 4.770 0.037
C -2.471 3.529 -0.703
N -1.673 2.637 -0.243
N -1.500 1.573 -1.102
C -2.180 1.674 -2.219
N -2.115 0.794 -3.239
S -3.116 3.134 -2.278
H -4.556 5.717 0.959
H -4.607 3.953 1.006
H -4.959 4.812 -0.496
H -2.227 4.791 0.934
H -2.575 5.642 -0.562
H -1.752 -0.135 -3.025
H -2.835 0.841 -3.940
C 3.546 3.367 -2.225
C 2.108 2.889 -2.319
N 1.960 1.714 -3.174
C 2.043 0.434 -2.781
S 2.378 0.004 -1.147
N 1.930 -0.489 -3.736
C 2.118 -1.926 -3.548
C 3.563 -2.352 -3.741
H 3.611 4.255 -1.596
H 3.942 3.620 -3.210
H 4.173 2.590 -1.786
H 1.458 3.663 -2.729
H 1.728 2.633 -1.333
H 1.902 1.892 -4.165
H 1.819 -0.169 -4.686
H 1.458 -2.425 -4.257
H 1.768 -2.172 -2.548
H 3.922 -2.101 -4.740
H 3.658 -3.431 -3.610
H 4.204 -1.863 -3.007
*
```

[8]
The following is a DFT calculation (wB97M-V/def2-TZVPD) of C18H24AsNO4S4SeTc as an isolated structure.

The molecular weight is 698.543 g mol⁻¹. The value obtained for the HOMO energy (spin up / spin down) is -12.09 / -12.10 eV. As for the calculated total energy: -200450.6500 eV.

The geometry in ORCA input format:
```
! RIJCOSX wB97M-V def2-TZVPD def2/J DEFGRID3
* xyz 1 1
Tc 1.943 1.344 0.084
S 4.979 1.343 1.033
As 2.453 2.546 3.251
S 3.291 0.377 1.627
S 1.248 3.034 1.417
S 3.390 4.153 4.037
O 2.455 3.064 -1.640
Se 3.806 2.234 -1.617
O 4.976 2.512 -2.598
O 3.419 0.690 -1.295
O 4.344 2.574 0.171
C -3.290 2.053 -3.005
C -1.907 1.524 -2.754
C -1.037 1.295 -3.827
C 0.215 0.735 -3.644
C 1.175 0.528 -4.782
C 0.584 0.362 -2.353
C -0.237 0.642 -1.253
C -1.484 1.243 -1.469
N 0.316 0.372 0.022
C -0.307 -0.593 0.965
C -0.337 -0.023 2.391
C -0.873 -1.076 3.368
C -2.288 -1.494 2.966
C -2.251 -2.083 1.555
C -1.346 -3.314 1.526
C 0.064 -2.897 1.938
C 0.046 -2.301 3.348
C 0.594 -1.857 0.952
C -1.733 -1.019 0.579
H -3.322 2.675 -3.898
H -3.669 2.625 -2.160
H -3.965 1.209 -3.164
H -1.356 1.566 -4.827
H 0.798 0.957 -5.707
H 1.365 -0.534 -4.945
H 2.135 0.998 -4.558
H 1.488 -0.213 -2.201
H -2.098 1.537 -0.630
H -0.961 0.876 2.407
H 0.676 0.262 2.689
H -0.883 -0.641 4.370
H -2.961 -0.633 3.001
H -2.665 -2.237 3.672
H -3.262 -2.359 1.247
H -1.334 -3.743 0.520
H -1.729 -4.078 2.206
H 0.724 -3.768 1.916
H 1.060 -2.016 3.648
H -0.315 -3.048 4.057
H 0.615 -2.267 -0.063
H 1.605 -1.569 1.236
H -2.403 -0.162 0.638
H -1.751 -1.403 -0.443
*
```

Q: What is the formula in the seventh record?
A: C22H39BN5O3PtS3

Q: What is the molecular weight in the seventh record?
A: 723.677 g mol⁻¹

Q: Which of these has the highest molecular weight?
A: C40H61As3FN4OPSe2SiTi